[1]
The following is a quantum chemistry calculation of a cluster of 2 separate species, C9H8INO in total at a distorted geometry, from the Open Molecules 2025 dataset.

Computed properties:
LUMO level: -0.64 eV
HOMO energy: -8.292 eV
Kohn-Sham gap: 0.2813 Eh
Energy relative to the best compared isomer or geometry (same formula, charge and spin): 1.118 eV

Geometry as ORCA input:
```
! RIJCOSX wB97M-V def2-TZVPD def2/J DEFGRID3
* xyz 0 1
C 2.750 -1.372 -0.042
C 1.875 -1.211 -1.162
C 2.371 -0.738 1.154
C 0.735 -0.408 -0.986
C 1.206 -0.025 1.296
C 0.358 0.147 0.242
C -1.530 1.774 -0.607
C -2.260 -0.797 0.229
C -0.914 0.878 0.383
N -2.712 2.212 -0.392
O -1.877 -1.920 0.225
I -4.249 -0.134 0.425
H 3.712 -1.846 0.056
H 2.165 -1.657 -2.025
H 2.932 -0.850 2.083
H 0.002 -0.172 -1.877
H 0.925 0.419 2.307
H -1.120 1.842 -1.674
H -1.312 0.994 1.447
H -3.059 2.865 -1.083
*
```



[2]
The following is a quantum chemistry calculation of a structure of composition C11H15F4N3O2Pt, from the Open Molecules 2025 dataset.

Computed properties:
⟨S²⟩: 2.0436
LUMO level (alpha / beta): -8.38 / -9.45 eV
HOMO energy (alpha / beta): -15.894 / -16.007 eV
Kohn-Sham gap (alpha / beta): 0.2760 / 0.2410 Eh
Energy relative to the best compared isomer or geometry (same formula, charge and spin): 0.000 eV

Geometry as ORCA input:
```
! RIJCOSX wB97M-V def2-TZVPD def2/J DEFGRID3
* xyz 2 3
Pt -1.142 -0.322 0.160
C -1.601 0.356 3.012
N -0.539 0.418 1.966
C -0.019 1.811 1.904
C 0.529 -0.567 2.332
C 1.528 -0.701 1.207
N 0.821 -0.632 -0.094
C 1.529 -0.568 -1.239
C 0.965 -0.016 -2.433
F -0.243 0.556 -2.384
C 1.653 0.046 -3.615
F 1.067 0.590 -4.663
C 2.961 -0.422 -3.712
C 3.562 -0.933 -2.573
F 4.799 -1.379 -2.620
C 2.892 -0.997 -1.370
F 3.535 -1.527 -0.344
H -1.150 0.602 3.974
H -2.013 -0.650 3.058
H -2.380 1.077 2.785
H 0.364 2.091 2.887
H -0.831 2.479 1.629
H 0.775 1.889 1.165
H 0.025 -1.513 2.525
H 1.028 -0.251 3.251
H 2.087 -1.626 1.318
H 2.249 0.120 1.230
H 3.501 -0.369 -4.649
C -3.858 1.010 -0.460
O -3.149 0.163 0.513
H -4.813 1.284 -0.021
H -3.994 0.468 -1.393
H -3.240 1.889 -0.605
H -3.715 -0.584 0.752
O -1.347 -2.303 -2.052
N -1.836 -1.488 -1.444
*
```



[3]
The following is a quantum chemistry calculation of a structure of composition C22H26AuBF2N4, from the Open Molecules 2025 dataset.

Computed properties:
LUMO level: 0.01 eV
HOMO energy: -6.861 eV
Kohn-Sham gap: 0.2527 Eh
Energy relative to the best compared isomer or geometry (same formula, charge and spin): 0.000 eV

Geometry as ORCA input:
```
! RIJCOSX wB97M-V def2-TZVPD def2/J DEFGRID3
* xyz 0 1
Au -0.054 -0.412 0.274
C -4.261 0.395 -0.737
C -3.040 1.276 -0.995
C -2.485 2.034 0.229
N -1.045 1.908 0.302
C -0.237 2.612 -0.411
C -0.687 3.675 -1.289
C -0.032 4.744 -1.805
C 1.334 5.105 -1.701
C 2.319 4.315 -1.198
C 2.267 3.000 -0.680
C 1.201 2.190 -0.332
N 1.423 0.967 0.200
C 2.710 0.614 0.757
C 2.603 -0.452 1.850
C 1.495 -0.212 2.884
N 0.223 -0.633 2.328
C -0.750 -1.210 2.987
C -0.759 -1.242 4.408
C -1.586 -1.862 5.311
C -2.716 -2.649 5.096
C -3.274 -2.913 3.867
C -2.907 -2.505 2.588
C -1.830 -1.746 2.107
N -1.714 -1.468 0.799
C -2.852 -1.699 -0.092
C -4.052 -0.780 0.228
H -4.597 0.001 -1.701
H -5.086 1.005 -0.356
H -3.281 1.980 -1.794
H -2.238 0.650 -1.389
H -2.880 1.586 1.144
H -2.822 3.078 0.222
H -1.750 3.644 -1.493
H -0.652 5.435 -2.367
H 1.617 6.067 -2.108
H 3.324 4.722 -1.255
H 3.244 2.559 -0.540
H 3.141 1.514 1.209
H 3.417 0.270 -0.010
H 3.566 -0.492 2.363
H 2.441 -1.438 1.407
H 1.456 0.848 3.161
H 1.729 -0.785 3.784
H 0.029 -0.650 4.853
H -1.317 -1.703 6.350
H -3.205 -3.065 5.966
H -4.162 -3.537 3.886
H -3.574 -2.870 1.821
H -3.151 -2.750 -0.055
H -2.515 -1.528 -1.110
H -3.945 -0.411 1.249
H -4.970 -1.374 0.225
F 1.211 -0.391 -2.396
B 0.076 -0.646 -1.754
F -0.903 -1.103 -2.541
*
```



[4]
The following is a quantum chemistry calculation of the molecule C4H6BrN at a distorted geometry, from the Open Molecules 2025 dataset.

Computed properties:
SMILES string: [H]/N=C(\Br)C(=C)C
LUMO level (alpha / beta): -0.49 / -0.57 eV
HOMO energy (alpha / beta): -8.754 / -9.354 eV
Kohn-Sham gap (alpha / beta): 0.3037 / 0.3229 Eh
Energy relative to the best compared isomer or geometry (same formula, charge and spin): 2.638 eV

Geometry as ORCA input:
```
! RIJCOSX wB97M-V def2-TZVPD def2/J DEFGRID3
* xyz 0 1
C -0.132 -0.715 1.483
C 0.160 -0.082 0.343
C -0.994 0.021 -0.489
C 1.490 0.277 -0.190
N -1.070 1.248 -1.520
Br -2.521 -1.032 -0.497
H 0.616 -1.075 2.216
H -1.163 -1.027 1.497
H 2.252 -0.211 0.476
H 1.763 1.357 -0.206
H 1.633 -0.138 -1.205
H -2.033 1.378 -1.908
*
```



[5]
The following is a quantum chemistry calculation of a cluster of 40 separate species, H80O40 in total at a distorted geometry, from the Open Molecules 2025 dataset.

Computed properties:
LUMO level: -0.44 eV
HOMO energy: -10.294 eV
Kohn-Sham gap: 0.3621 Eh
Energy relative to the best compared isomer or geometry (same formula, charge and spin): 11.825 eV

Geometry as ORCA input:
```
! RIJCOSX wB97M-V def2-TZVPD def2/J DEFGRID3
* xyz 0 1
H 2.030 0.688 -1.948
H 2.329 -0.330 -0.849
O 2.539 0.580 -1.147
H 0.037 4.181 -1.716
H -1.272 4.868 -2.556
O -0.597 4.969 -1.832
H -1.993 -1.944 1.106
H -1.331 -3.172 1.817
O -1.717 -2.352 1.909
H 3.794 -0.176 -3.268
H 3.399 1.099 -2.705
O 3.770 0.820 -3.525
H -3.462 0.796 -5.116
H -3.749 2.250 -4.973
O -3.077 1.596 -4.826
H -3.740 -1.546 0.893
O -4.552 -1.465 1.470
H 4.310 -2.277 -2.149
O 3.578 -2.055 -2.755
H -0.881 -6.297 3.023
H -1.451 -4.994 3.141
O -0.579 -5.390 3.098
H 2.466 3.417 1.846
H 1.418 4.580 1.842
O 1.583 3.580 1.769
H -5.871 -0.205 -3.324
H -5.116 -0.350 -4.542
O -5.393 0.394 -4.029
H 1.571 -2.770 -1.848
H 0.448 -3.022 -2.939
O 0.884 -2.424 -2.390
H -1.378 2.266 -2.230
O -2.007 2.918 -2.505
H 2.091 -4.106 1.162
H 2.236 -2.673 0.899
O 2.748 -3.554 0.782
H 5.329 2.554 -1.164
H 4.110 1.685 -0.379
O 4.366 2.288 -1.036
H 2.357 -5.528 2.891
H 2.025 -4.552 3.870
O 2.804 -4.763 3.367
H 0.224 -2.645 2.200
H -0.099 -3.065 3.677
O 0.468 -3.240 2.919
H 0.483 -1.096 0.852
H 0.493 -2.073 -0.528
O 0.916 -1.815 0.306
H 0.815 -6.947 -0.053
H 0.772 -5.624 -0.817
O 1.284 -6.406 -0.606
H 3.389 -2.766 2.707
O 3.700 -1.840 2.846
H -3.325 4.062 4.243
H -2.259 4.143 3.149
O -2.440 3.946 4.093
H -1.940 -0.778 -0.060
O -2.158 -1.379 -0.717
H 3.943 3.050 3.919
H 2.661 2.411 4.522
O 3.447 2.200 4.091
H 3.504 5.306 -1.078
H 3.967 3.891 -0.341
O 4.216 4.840 -0.554
H 1.659 3.589 -0.621
H 2.156 2.698 -1.665
O 1.694 3.505 -1.598
H -3.523 -3.320 1.560
H -3.173 -3.924 0.094
O -3.182 -4.080 1.035
H -4.491 2.061 3.836
H -5.540 2.169 2.653
O -5.140 1.665 3.335
H 1.290 4.046 5.403
H -0.041 3.400 5.834
O 0.903 3.316 5.952
H -0.027 0.187 3.678
H 0.252 0.261 2.185
O -0.284 -0.179 2.834
H -0.501 6.140 1.047
H -0.197 5.861 2.437
O -0.683 5.485 1.667
H -0.922 -1.936 -5.873
H 0.014 -1.274 -4.980
O -0.764 -1.839 -4.856
H 2.464 -1.815 -5.563
H 2.075 -3.260 -5.177
O 1.685 -2.439 -5.495
H 3.313 3.239 -4.870
O 2.615 3.602 -4.447
H -1.027 1.121 -0.047
H 0.433 1.112 -0.641
O -0.338 0.614 -0.457
H 4.346 -1.583 2.163
H -4.617 -0.582 1.731
H -1.671 -1.068 -1.475
H 2.679 -2.211 -2.429
H -2.575 2.500 -3.136
H 2.575 4.447 -3.998
O 4.336 2.249 1.785
H 4.544 1.399 1.446
H 3.823 2.047 2.615
O -1.586 -4.291 -1.764
H -1.024 -4.239 -1.003
H -2.509 -4.188 -1.582
O 1.531 0.483 5.158
H 1.272 0.743 6.050
H 2.031 -0.411 5.289
O -3.136 -2.753 -4.075
H -2.353 -2.180 -3.999
H -3.099 -3.668 -4.218
O -2.783 3.390 0.577
H -1.808 3.856 0.653
H -2.763 3.363 -0.397
O -2.255 0.931 1.015
H -2.495 0.555 1.830
H -2.458 1.819 1.291
O -5.687 -1.417 -2.076
H -4.972 -1.201 -1.389
H -6.179 -1.754 -1.230
*
```



[6]
The following is a quantum chemistry calculation of a cluster of 8 separate species, C40H38N7O16 in total at a distorted geometry, from the Open Molecules 2025 dataset.

Computed properties:
LUMO level: 0.26 eV
HOMO energy: -6.749 eV
Kohn-Sham gap: 0.2577 Eh
Energy relative to the best compared isomer or geometry (same formula, charge and spin): 2.595 eV

Geometry as ORCA input:
```
! RIJCOSX wB97M-V def2-TZVPD def2/J DEFGRID3
* xyz -1 1
C -0.682 0.096 -1.104
O -1.021 1.054 -0.361
O -1.492 -0.201 -2.102
O 0.302 -0.633 -0.891
H -2.095 0.568 -2.165
C 1.554 1.902 2.282
C 1.377 0.354 2.392
C 2.570 -0.271 3.169
C 3.719 0.552 3.801
C 3.720 2.037 3.480
C 2.629 2.602 2.683
N 4.886 -0.090 4.472
O 5.008 -1.332 4.312
O 5.725 0.648 5.040
H 0.757 2.305 1.756
H 0.759 -0.401 1.861
H 2.415 -1.413 3.388
H 4.414 2.621 3.988
H 2.578 3.673 2.422
C -2.750 -1.737 3.188
C -2.032 -1.472 1.857
C -1.602 -2.548 0.931
C -2.117 -3.988 1.274
C -2.531 -4.243 2.707
C -2.850 -3.072 3.569
N -1.698 -5.110 0.390
O -1.529 -4.832 -0.856
O -1.772 -6.196 0.810
H -3.106 -1.087 3.872
H -1.684 -0.403 1.774
H -1.150 -2.328 -0.142
H -2.859 -5.134 3.003
H -3.423 -3.177 4.485
C 1.795 -4.377 3.300
C 2.517 -5.711 3.005
C 2.909 -6.026 1.572
C 2.433 -5.044 0.356
C 1.795 -3.729 0.719
C 1.555 -3.423 2.205
N 2.796 -5.366 -1.090
O 2.925 -4.314 -1.836
O 3.316 -6.381 -1.212
H 1.542 -4.267 4.276
H 2.576 -6.348 3.819
H 3.150 -6.950 1.404
H 1.272 -2.933 -0.163
H 0.880 -2.459 2.509
C -4.930 0.539 -1.015
C -4.208 0.510 0.134
C -4.839 0.928 1.483
C -6.435 0.948 1.533
C -7.159 0.869 0.134
C -6.270 0.650 -1.123
N -7.127 1.330 2.710
O -8.374 1.446 2.763
O -6.453 1.763 3.508
H -4.168 0.408 -1.868
H -2.918 0.470 0.172
H -4.453 1.171 2.498
H -8.131 1.148 -0.062
H -6.739 0.302 -2.092
C -4.142 3.721 -1.947
C -5.330 4.236 -2.829
C -5.218 4.204 -4.323
C -3.894 3.748 -5.026
C -2.814 3.145 -4.115
C -2.961 3.194 -2.561
N -3.741 3.708 -6.500
O -4.766 3.920 -7.170
O -2.659 3.344 -6.926
H -4.016 3.807 -0.952
H -6.159 4.847 -2.600
H -6.124 4.535 -4.718
H -1.801 2.888 -4.646
H -2.250 2.730 -1.967
C 3.613 -0.146 -0.326
C 4.709 0.800 0.017
C 6.184 0.364 -0.244
C 6.505 -0.971 -0.892
C 5.339 -1.830 -1.370
C 3.856 -1.362 -1.074
N 7.906 -1.440 -1.025
O 8.707 -0.786 -0.287
O 8.112 -2.414 -1.764
H 2.596 0.107 0.029
H 4.641 1.764 0.415
H 7.008 0.931 0.163
H 5.728 -2.662 -1.856
H 2.930 -1.682 -1.582
C 3.055 4.510 -1.912
O 3.680 4.433 -0.708
N 1.992 3.777 -2.176
C 1.462 3.687 -3.471
C 1.327 2.926 -1.150
H 3.530 4.978 -2.799
H 1.789 4.581 -3.995
H 0.338 3.538 -3.823
H 2.179 2.955 -4.106
H 1.551 3.118 -0.044
H 1.608 1.770 -1.454
H 0.253 3.131 -1.207
*
```



[7]
The following is a quantum chemistry calculation of a structure of composition C26H50BN2OP2PdS at a distorted geometry, from the Open Molecules 2025 dataset.

Computed properties:
⟨S²⟩: 2.0236
LUMO level (alpha / beta): -1.85 / -5.45 eV
HOMO energy (alpha / beta): -7.927 / -10.708 eV
Kohn-Sham gap (alpha / beta): 0.2233 / 0.1931 Eh
Energy relative to the best compared isomer or geometry (same formula, charge and spin): 1.047 eV

Geometry as ORCA input:
```
! RIJCOSX wB97M-V def2-TZVPD def2/J DEFGRID3
* xyz 1 3
Pd 0.013 -0.495 0.173
C 4.141 -0.143 2.225
C 3.610 0.945 1.288
C 4.754 1.859 0.844
C 2.537 1.758 2.027
P 2.637 0.113 -0.093
C 2.459 1.514 -1.331
N 1.085 1.971 -1.327
B -0.029 1.308 -0.672
N -1.186 2.123 -0.973
C -2.555 1.810 -0.630
P -2.680 0.063 0.054
C -4.276 -0.463 -0.861
C -3.764 -0.805 -2.268
C -5.395 0.576 -0.959
C -4.855 -1.730 -0.228
C -3.062 0.394 1.884
C -1.984 1.342 2.428
C -2.923 -0.951 2.610
C -4.438 0.998 2.151
C -0.809 3.122 -1.807
C -1.562 4.116 -2.439
C -0.901 4.974 -3.286
C 0.491 4.867 -3.520
C 1.256 3.906 -2.904
C 0.611 3.025 -2.030
C 3.654 -1.110 -1.115
C 2.749 -1.451 -2.320
C 5.002 -0.597 -1.614
C 3.855 -2.361 -0.247
H 4.431 0.304 3.178
H 5.023 -0.631 1.808
H 3.378 -0.899 2.425
H 5.389 2.078 1.705
H 4.389 2.816 0.466
H 5.379 1.396 0.081
H 2.984 2.279 2.877
H 1.747 1.101 2.399
H 2.077 2.505 1.375
H 2.724 1.136 -2.320
H 3.134 2.337 -1.096
H -3.163 1.875 -1.532
H -2.948 2.527 0.095
H -3.387 0.076 -2.793
H -4.574 -1.226 -2.870
H -2.957 -1.540 -2.226
H -5.066 1.525 -1.383
H -5.844 0.779 0.010
H -6.176 0.185 -1.615
H -4.125 -2.537 -0.166
H -5.682 -2.093 -0.844
H -5.254 -1.541 0.769
H -0.989 1.040 2.093
H -1.995 1.314 3.520
H -2.153 2.377 2.122
H -1.905 -1.331 2.511
H -3.624 -1.696 2.231
H -3.126 -0.821 3.676
H -4.613 1.898 1.559
H -4.506 1.279 3.205
H -5.238 0.286 1.951
H -2.623 4.220 -2.260
H -1.460 5.752 -3.789
H 0.964 5.561 -4.202
H 2.319 3.835 -3.089
H 2.949 -0.792 -3.166
H 1.689 -1.366 -2.074
H 2.936 -2.473 -2.654
H 4.908 0.343 -2.161
H 5.443 -1.331 -2.295
H 5.702 -0.450 -0.791
H 2.959 -2.575 0.339
H 4.683 -2.236 0.449
H 4.080 -3.228 -0.874
C 0.921 -4.613 0.678
S 0.235 -2.973 0.300
C -1.466 -3.567 0.182
O 0.304 -2.204 1.589
H 0.520 -4.926 1.641
H 2.005 -4.550 0.718
H 0.618 -5.294 -0.117
H -1.599 -4.106 -0.757
H -2.093 -2.684 0.204
H -1.680 -4.207 1.037
*
```